[1]
{"formula": "C8H8", "method": "ωB97M-V/def2-TZVPD", "e_homo_ha": -0.34434, "total_charge": 0, "energy_ev": -8421.9987, "multiplicity": 1, "elements": ["C", "C", "C", "C", "C", "C", "H", "H", "H", "H", "H", "H", "C", "C", "H", "H"], "xyz": [[-0.648906, 0.830001, 1.096946], [-0.777808, -0.552866, 1.287347], [-0.963682, -1.399862, 0.173788], [-1.041998, -0.802193, -1.039735], [-1.137078, 0.612910, -1.166527], [-0.823033, 1.463402, -0.085320], [-0.646897, 1.473973, 1.964120], [-0.892932, -1.010175, 2.217042], [-1.465371, -2.514634, 0.228365], [-1.151887, -1.358204, -2.032492], [-1.338264, 1.052165, -2.192919], [-0.741055, 2.526007, -0.125807], [2.142541, -0.132187, -0.022111], [3.374499, -0.031041, -0.189440], [1.094254, 0.063259, -0.134541], [4.394950, -0.161371, -0.253453]], "forces_ev_per_angstrom": [[-0.55, -0.72, 2.59], [-0.61, -0.17, -2.16], [-1.93, -2.14, 1.54], [-0.96, 1.54, -3.54], [1.19, 0.44, -1.33], [-0.70, -1.59, -1.95], [0.55, -0.14, 0.37], [0.19, -0.21, 1.64], [2.17, 2.69, 0.26], [-0.05, 0.51, 1.75], [0.34, -0.64, 1.38], [-0.24, 0.49, -0.34], [4.39, 1.03, -1.30], [-5.72, -0.72, 0.92], [0.44, -0.34, 0.23], [1.50, -0.02, -0.07]], "mulliken_charge": [-0.493, -0.362, -0.162, -0.278, -0.129, -0.369, 0.339, 0.444, 0.220, 0.259, 0.267, 0.397, -0.361, -0.255, 0.104, 0.378]}

---

[2]
{"formula": "C2H2N4O2", "method": "ωB97M-V/def2-TZVPD", "e_homo_ha": -0.34257, "total_charge": 0, "energy_ev": -12155.3305, "multiplicity": 1, "elements": ["O", "N", "C", "N", "N", "N", "C", "O", "H", "H"], "xyz": [[-1.265973, 0.236924, 2.143686], [-1.644254, 0.571196, 0.914498], [-0.673847, 0.191381, 0.046168], [0.511214, -0.303674, 0.743378], [1.608806, -0.732644, 0.196055], [1.468791, -0.784274, -1.392352], [0.579114, -0.003268, -1.828454], [-0.385581, 0.730893, -1.100292], [-0.279217, -0.229400, 1.977348], [0.448144, 0.103963, -2.861834]], "forces_ev_per_angstrom": [[0.83, -1.41, 0.67], [2.81, -0.69, -2.88], [0.21, 0.01, 4.94], [3.63, -1.88, -2.27], [-5.28, 1.84, -0.86], [0.04, 0.64, 2.30], [-0.39, -0.38, 1.50], [0.47, 0.22, -3.14], [-2.11, 1.27, 1.09], [-0.21, 0.38, -1.36]], "mulliken_charge": [-0.360, -0.242, 0.408, 0.053, -0.263, -0.267, 0.071, -0.285, 0.452, 0.433]}

---

[3]
{"formula": "C24H28GeNO5PdSeSi", "method": "ωB97M-V/def2-TZVPD", "e_homo_ha": [-0.37549, -0.43797], "total_charge": 1, "s2": 6.0208, "energy_ev": -170280.6719, "multiplicity": 5, "elements": ["Pd", "O", "C", "C", "C", "N", "C", "C", "C", "O", "O", "C", "O", "O", "H", "H", "H", "C", "Ge", "C", "C", "C", "Se", "C", "H", "H", "H", "H", "H", "H", "H", "H", "H", "H", "H", "H", "H", "H", "C", "C", "C", "C", "C", "C", "Si", "C", "C", "C", "C", "C", "C", "H", "H", "H", "H", "H", "H", "H", "H", "H", "H", "H"], "xyz": [[0.733703, -0.555245, 0.450932], [2.583340, -1.809554, 6.123231], [2.205256, -1.465129, 4.887730], [3.018498, -0.712157, 4.029835], [2.531283, -0.430859, 2.774294], [1.350279, -0.892373, 2.403388], [0.514795, -1.515177, 3.221936], [0.912104, -1.842305, 4.494885], [-0.879740, -1.649096, 2.634002], [-1.752462, -2.242744, 3.215264], [-1.030964, -1.005217, 1.491079], [3.138662, 0.520965, 1.757663], [4.230792, 0.997557, 1.920102], [2.316260, 0.800352, 0.759128], [3.479236, -1.510460, 6.313749], [3.983669, -0.326692, 4.333468], [0.244754, -2.347774, 5.178431], [-4.798354, 3.229377, 0.833464], [-3.452506, 1.848571, 1.099921], [-3.846940, 0.711730, 2.618250], [-3.019651, 0.922363, -0.544261], [-1.824753, 3.007728, 1.598834], [-0.107915, 2.282561, 1.404602], [0.237782, 2.688263, -0.446427], [-5.760418, 2.759449, 0.625632], [-4.545183, 3.873050, -0.008857], [-4.911526, 3.846012, 1.725025], [-4.865480, 0.336605, 2.504198], [-3.805108, 1.280557, 3.547221], [-3.175889, -0.143666, 2.679064], [-3.877332, 0.308887, -0.823342], [-2.167098, 0.251805, -0.424630], [-2.836805, 1.621927, -1.360723], [-1.947033, 3.251843, 2.654196], [-1.916781, 3.898479, 0.975542], [-0.483114, 2.150583, -1.063220], [1.256618, 2.365027, -0.643710], [0.137580, 3.763524, -0.583212], [5.138245, -0.763309, -3.727471], [4.813614, -2.101045, -3.553935], [3.631200, -2.450001, -2.919061], [2.751476, -1.462213, -2.462462], [3.103248, -0.118998, -2.630480], [4.284142, 0.229362, -3.262991], [1.192524, -1.986133, -1.635545], [-0.408315, -1.419140, -2.384686], [-0.451017, -0.389155, -3.337193], [-1.642292, -0.057080, -3.962074], [-2.807853, -0.746415, -3.647214], [-2.786363, -1.754517, -2.691193], [-1.601527, -2.078859, -2.053059], [6.063525, -0.491500, -4.217864], [5.482716, -2.872899, -3.910049], [3.389771, -3.498155, -2.785818], [2.456454, 0.663487, -2.247509], [4.547978, 1.271569, -3.384399], [1.192723, -3.420042, -1.294410], [0.462981, 0.117828, -3.624594], [-1.658963, 0.718521, -4.716772], [-3.733885, -0.499020, -4.149951], [-3.694134, -2.290397, -2.445871], [-1.595795, -2.870661, -1.312061]], "forces_ev_per_angstrom": [[0.09, -0.25, -0.17], [-0.07, -0.03, -0.02], [0.00, 0.01, 0.00], [0.00, 0.00, 0.06], [-0.03, -0.01, 0.02], [-0.02, 0.10, 0.01], [0.02, 0.02, -0.01], [0.02, 0.00, 0.04], [-0.01, -0.09, 0.04], [0.01, 0.08, -0.06], [0.03, 0.02, 0.07], [0.06, -0.04, 0.01], [-0.08, 0.01, -0.07], [0.08, 0.06, 0.12], [0.07, 0.03, 0.01], [0.00, 0.00, 0.00], [0.00, 0.00, 0.00], [-0.01, 0.00, 0.00], [-0.02, -0.04, 0.07], [0.00, -0.02, -0.01], [-0.01, -0.02, -0.05], [0.10, 0.15, -0.01], [-0.09, 0.03, 0.11], [0.00, 0.05, -0.04], [0.00, 0.00, 0.00], [0.01, -0.01, 0.00], [0.00, -0.01, 0.00], [0.01, -0.01, 0.01], [0.00, 0.00, 0.00], [-0.01, 0.03, -0.01], [0.02, -0.01, -0.02], [-0.04, 0.02, 0.01], [0.00, -0.01, -0.01], [-0.03, 0.01, -0.01], [0.01, -0.01, 0.02], [0.00, 0.01, 0.01], [-0.02, 0.00, 0.02], [-0.04, 0.00, -0.01], [-0.01, 0.00, 0.01], [0.00, 0.00, 0.00], [0.02, 0.02, -0.02], [0.08, -0.02, 0.04], [-0.01, 0.02, -0.02], [0.00, 0.00, 0.00], [-0.11, 0.01, -0.05], [-0.02, -0.04, -0.10], [0.01, -0.02, 0.02], [-0.02, -0.02, 0.01], [0.01, 0.02, 0.02], [0.00, 0.01, 0.01], [0.03, -0.03, -0.04], [0.00, 0.00, 0.00], [0.00, 0.00, 0.00], [0.00, 0.00, 0.00], [0.01, 0.00, 0.00], [0.00, 0.00, 0.00], [-0.06, -0.03, 0.00], [0.00, 0.01, -0.01], [0.00, 0.01, 0.00], [0.00, 0.00, -0.01], [0.00, 0.00, -0.01], [0.00, 0.01, 0.01]], "mulliken_charge": [-0.041, -0.495, 1.059, -0.625, -0.124, 0.050, 0.096, -0.716, 0.469, -0.629, -0.161, 0.376, -0.613, -0.029, 0.319, 0.481, 0.597, -1.211, 0.459, -0.794, -0.903, -1.101, 0.425, -0.632, 0.386, 0.378, 0.378, 0.378, 0.370, 0.090, 0.437, 0.028, 0.365, 0.546, 0.447, 0.081, 0.134, 0.555, -0.400, -0.612, -0.510, 0.419, 0.406, -0.868, 0.102, 0.502, -0.267, -0.720, -0.434, -0.741, -0.285, 0.395, 0.397, 0.347, 0.063, 0.396, -0.128, 0.429, 0.434, 0.430, 0.454, 0.361]}

---

[4]
{"formula": "C2H2N2O3", "method": "ωB97M-V/def2-TZVPD", "e_homo_ha": -0.34972, "total_charge": 0, "energy_ev": -11227.4399, "multiplicity": 1, "elements": ["C", "C", "H", "H", "N", "N", "O", "O", "O"], "xyz": [[0.671960, -0.734377, 0.006679], [-0.851660, 0.612188, -0.069713], [2.116548, -1.921413, 0.421573], [-0.999030, 2.579358, -0.451862], [-0.342345, -1.360796, 0.416502], [-1.384293, -0.409307, 0.481300], [1.947365, -1.061324, -0.049877], [-1.614721, 1.689708, -0.402940], [0.456176, 0.605963, -0.351662]], "forces_ev_per_angstrom": [[1.18, 0.85, -0.08], [-2.75, 2.47, 0.19], [-0.52, 1.17, -0.66], [-2.19, -3.42, 0.19], [0.09, -0.37, 0.76], [0.56, -0.22, -1.06], [0.74, -1.34, 0.31], [3.21, 2.75, 0.05], [-0.33, -1.89, 0.28]], "mulliken_charge": [0.527, 0.643, 0.385, 0.370, -0.316, -0.341, -0.499, -0.505, -0.264]}

---

Copy entry 4 word for word.
{"formula": "C2H2N2O3", "method": "ωB97M-V/def2-TZVPD", "e_homo_ha": -0.34972, "total_charge": 0, "energy_ev": -11227.4399, "multiplicity": 1, "elements": ["C", "C", "H", "H", "N", "N", "O", "O", "O"], "xyz": [[0.671960, -0.734377, 0.006679], [-0.851660, 0.612188, -0.069713], [2.116548, -1.921413, 0.421573], [-0.999030, 2.579358, -0.451862], [-0.342345, -1.360796, 0.416502], [-1.384293, -0.409307, 0.481300], [1.947365, -1.061324, -0.049877], [-1.614721, 1.689708, -0.402940], [0.456176, 0.605963, -0.351662]], "forces_ev_per_angstrom": [[1.18, 0.85, -0.08], [-2.75, 2.47, 0.19], [-0.52, 1.17, -0.66], [-2.19, -3.42, 0.19], [0.09, -0.37, 0.76], [0.56, -0.22, -1.06], [0.74, -1.34, 0.31], [3.21, 2.75, 0.05], [-0.33, -1.89, 0.28]], "mulliken_charge": [0.527, 0.643, 0.385, 0.370, -0.316, -0.341, -0.499, -0.505, -0.264]}